101
Properties=species:S:1:pos:R:3:forces:R:3 method="wB97M-V/def2-TZVPD" total_charge=-1 e_homo_ev=-4.40 homo_lumo_gap_ev=6.73
Os 0.766297 0.542834 0.112517 0.1 0.1 -0.8
C 3.538603 -2.573294 -3.441299 0.0 0.0 0.0
C 3.806579 -1.416681 -2.472210 0.0 0.1 0.0
C 5.001896 -0.600483 -2.974213 0.0 0.0 0.0
C 4.014543 -1.921306 -1.056357 0.1 0.0 0.0
C 5.248184 -2.479260 -0.736790 0.0 0.0 0.0
C 5.497092 -3.003089 0.518787 0.0 0.0 0.0
C 4.489371 -2.979714 1.464369 0.0 0.1 0.1
C 3.240125 -2.432016 1.185080 0.0 -0.1 0.0
C 2.150529 -2.552587 2.228085 0.0 0.0 0.0
C 1.532045 -3.953254 2.177463 -0.1 0.0 -0.1
C 2.665291 -2.245420 3.636588 -0.1 0.0 0.0
C 2.998898 -1.882672 -0.082517 -0.1 -0.1 -0.2
N 1.718814 -1.335276 -0.421691 -0.2 -0.4 0.6
C 0.945698 -2.137760 -1.172076 0.1 0.0 -0.1
O 1.169094 -3.302683 -1.524157 -0.1 0.1 0.1
C -0.315051 -1.467154 -1.665976 0.0 -0.1 0.1
C -1.236758 -2.062095 -2.506279 0.0 0.0 0.0
C -2.366175 -1.337951 -2.871809 0.0 0.0 0.0
C -2.558213 -0.055265 -2.371960 0.0 0.0 0.0
C -1.599061 0.475307 -1.530299 0.1 0.1 0.0
N -0.501446 -0.221703 -1.229795 0.0 0.0 -0.1
C -1.702782 1.831665 -0.873810 0.0 0.0 -0.1
O -2.627982 2.580962 -1.210244 0.1 0.0 -0.1
N -0.742405 2.063520 0.037852 -0.2 0.1 0.3
C -0.925382 3.269416 0.799310 -0.2 0.0 -0.1
C -1.977145 3.381308 1.732803 0.0 0.0 0.0
C -2.178333 4.596111 2.381927 0.0 0.0 0.0
C -1.369065 5.691665 2.148488 0.0 0.0 0.0
C -0.334048 5.574591 1.240749 0.0 0.0 0.0
C -0.105212 4.383283 0.559780 0.0 0.0 0.0
C 0.961245 4.348429 -0.512773 0.0 0.1 0.0
C 2.224368 5.122063 -0.129419 0.0 0.0 0.0
C 0.388974 4.855270 -1.839164 0.0 0.0 0.0
C -2.935715 2.253119 2.074762 0.0 0.0 0.0
C -3.140848 2.154088 3.589675 0.0 -0.1 0.0
C -4.298962 2.455130 1.401508 0.0 -0.1 0.0
H 3.345766 -2.191476 -4.448920 0.0 0.0 0.0
H 2.682032 -3.160432 -3.116224 0.0 0.0 0.0
H 4.414080 -3.227893 -3.488583 0.0 0.0 0.0
H 2.926277 -0.770178 -2.458900 0.0 0.0 0.0
H 5.847265 -1.249854 -3.213645 0.0 0.0 0.0
H 5.337681 0.119906 -2.227443 0.0 0.0 0.0
H 4.740833 -0.063035 -3.890037 0.0 0.0 0.0
H 6.024750 -2.518557 -1.492180 0.0 0.0 0.0
H 6.462851 -3.434421 0.754140 0.0 0.0 0.0
H 4.670069 -3.408300 2.443284 0.0 0.0 0.0
H 1.362385 -1.849575 1.970727 0.0 0.0 0.0
H 2.286668 -4.717471 2.385846 0.0 0.0 0.0
H 1.114305 -4.150261 1.188025 0.0 0.0 0.0
H 0.731614 -4.043345 2.916982 0.0 0.0 0.0
H 3.343497 -3.026778 3.990902 0.0 0.0 0.0
H 1.835680 -2.187103 4.343679 0.0 0.0 0.0
H 3.207433 -1.297903 3.664637 0.0 0.0 0.0
H -1.045158 -3.074429 -2.832795 0.0 0.0 0.0
H -3.101952 -1.777220 -3.533860 0.0 0.0 0.0
H -3.425662 0.549089 -2.597283 0.0 0.0 0.0
H -2.992901 4.680849 3.091573 0.0 0.0 0.0
H -1.545872 6.627890 2.664909 0.0 0.0 0.0
H 0.297138 6.432043 1.038692 0.0 0.0 0.0
H 1.227146 3.303845 -0.638712 0.0 0.1 0.1
H 2.060972 6.201802 -0.157317 0.0 0.0 0.0
H 3.036328 4.901161 -0.826718 -0.1 0.1 0.1
H 2.558843 4.857894 0.875672 0.0 0.0 0.0
H 0.053996 5.891293 -1.737415 0.0 0.0 0.0
H -0.470165 4.253040 -2.142893 0.0 0.0 0.0
H 1.141326 4.817763 -2.634392 0.0 0.0 0.0
H -2.504565 1.316676 1.716857 0.1 0.0 0.0
H -3.780902 2.964477 3.949648 0.0 -0.1 0.0
H -2.196140 2.211921 4.128794 0.1 -0.1 0.1
H -3.626913 1.211370 3.846362 0.0 0.0 0.0
H -4.756059 3.385840 1.751832 0.0 0.0 0.0
H -4.971538 1.631387 1.658009 0.0 0.0 0.0
H -4.195730 2.504285 0.319837 0.0 0.0 0.0
Br -1.913241 -1.996383 3.780512 -0.1 0.0 0.0
C -0.615789 -0.639510 3.969624 0.0 0.1 0.2
C -0.231671 -0.228891 5.249324 -0.1 0.0 -0.1
C 0.739906 0.717145 5.410268 0.1 0.1 0.0
Br 1.211729 1.254874 7.174228 0.0 0.0 0.0
C 1.418697 1.262662 4.295255 0.1 0.0 0.0
C 2.518065 2.151361 4.376368 -0.1 -0.1 0.1
C 3.159590 2.519293 3.236492 0.0 0.0 -0.3
C 2.716955 2.032791 1.989294 0.1 0.2 0.2
N 1.673961 1.242279 1.868393 0.0 -0.2 0.2
C 1.013774 0.844126 3.013245 0.1 -0.1 0.0
C -0.065877 -0.092578 2.814893 0.1 0.1 -0.1
O -0.418664 -0.416297 1.624872 -0.1 0.0 0.1
H -0.719966 -0.659655 6.112718 0.0 0.0 0.0
H 2.848602 2.504012 5.343396 0.0 0.0 0.0
H 4.018127 3.177248 3.266253 0.0 0.0 0.0
H 3.215747 2.298232 1.070007 0.0 0.0 0.0
C 3.895768 2.440031 -1.939502 -0.1 -0.1 0.0
O 3.141070 1.678726 -1.001289 0.1 -0.1 0.0
C 1.819878 1.382522 -1.206162 0.0 0.3 0.0
C 1.329777 1.766250 -2.582710 0.1 -0.1 -0.1
H 3.877967 1.993593 -2.932229 0.0 0.0 0.0
H 4.917105 2.441122 -1.564836 0.0 0.0 0.0
H 3.534651 3.469182 -1.995696 0.0 -0.1 -0.1
H 1.728799 2.712122 -2.951815 0.0 -0.1 0.0
H 0.246727 1.837227 -2.589241 0.0 0.0 0.0
H 1.621847 0.982528 -3.292975 0.0 0.0 0.0

8
Properties=species:S:1:pos:R:3:forces:R:3 method="wB97M-V/def2-TZVPD" total_charge=0 s_squared=2.01 multiplicity=3 e_homo_ev="-6.55 / -10.35" homo_lumo_gap_ev="6.85 / 6.01"
C -0.425985 -0.690901 0.804687 2.0 1.3 -1.7
C 0.167903 0.193534 -0.290840 2.1 -1.1 4.2
O -0.753865 -0.226188 1.826240 -1.2 -0.5 1.6
O 0.024679 1.425441 0.189289 1.2 3.8 -0.5
Br -0.539827 -2.493704 0.236384 -0.4 -0.9 -0.2
Br 1.938469 -0.279720 -0.771161 0.5 -0.2 -0.2
Br -1.132454 -0.063315 -1.944236 -2.7 -0.4 -3.4
H 0.721081 2.134853 -0.050363 -1.5 -2.1 0.2

76
Properties=species:S:1:pos:R:3:forces:R:3 method="wB97M-V/def2-TZVPD" total_charge=+1 e_homo_ev=-9.64 homo_lumo_gap_ev=6.79
Tl -0.247728 0.111157 -1.220154 -0.1 -0.2 -0.6
C 0.505422 5.504394 1.007389 0.3 0.5 0.2
N -0.191710 4.321632 0.572031 -0.2 -0.5 -0.1
C -1.409566 4.296432 -0.026379 -0.4 -0.2 -0.2
C -1.693581 2.981062 -0.265996 -0.2 0.4 0.0
N -0.673575 2.204147 0.175333 0.3 0.0 0.3
C 0.228476 3.034356 0.677578 0.4 0.0 0.2
P 1.861941 2.663812 1.408171 -0.5 -0.4 -0.3
C 2.511768 1.567064 0.106784 -0.1 0.4 0.3
N 2.015393 0.486198 -0.478767 -0.2 0.1 0.3
C 2.934200 0.082219 -1.392390 0.3 0.1 -0.1
C 4.000328 0.937068 -1.368016 0.0 -0.4 -0.2
N 3.722841 1.868880 -0.423226 -0.3 -0.4 0.0
C 4.488587 3.043679 -0.103375 0.4 0.6 0.2
C 1.410013 1.456081 2.685328 0.3 0.0 -0.1
N 1.289643 0.150436 2.554331 0.2 0.3 -0.2
C 1.061244 -0.337436 3.796101 0.0 0.1 0.4
C 1.056559 0.690814 4.700309 -0.1 -0.5 0.1
N 1.288243 1.824765 3.990085 0.0 -0.4 -0.3
C 1.431646 3.153899 4.510100 0.1 0.7 0.2
H -0.111601 6.373117 0.786193 0.0 -0.1 0.0
H 0.694211 5.468039 2.081808 0.0 0.0 -0.1
H 1.461366 5.607564 0.491092 -0.1 0.0 0.0
H -1.969452 5.185122 -0.240342 0.0 0.2 0.0
H -2.564235 2.563619 -0.730134 -0.2 0.0 -0.1
H 2.758260 -0.771784 -2.014901 0.0 -0.2 -0.2
H 4.903768 0.939190 -1.940491 0.2 0.1 -0.1
H 5.438369 3.029615 -0.634506 -0.1 -0.1 0.0
H 3.932407 3.938052 -0.400856 0.2 -0.1 0.0
H 4.679904 3.097474 0.971081 0.1 0.0 -0.2
H 0.929693 -1.389353 3.958955 -0.1 -0.2 0.2
H 0.888954 0.689079 5.758199 0.0 0.1 0.2
H 1.312799 3.137600 5.591440 0.0 0.0 -0.1
H 2.422980 3.544567 4.269663 -0.1 0.0 0.1
H 0.678583 3.817832 4.081368 0.0 0.0 0.1
I -4.818223 -5.637431 0.060822 0.3 0.2 -0.2
C -3.228889 -4.404348 -0.589314 -0.4 -0.3 0.2
C -3.149038 -4.013171 -1.915534 -0.2 -0.1 0.1
C -2.120472 -3.180196 -2.291937 0.4 0.3 -0.4
I -2.005310 -2.382845 -4.232196 -0.2 -0.2 0.1
C -1.120185 -2.749712 -1.406011 -0.8 -0.6 0.2
O -0.120570 -2.027809 -1.825123 0.8 1.1 0.1
C -1.275218 -3.117549 -0.049728 0.3 0.2 -0.2
C -0.339407 -2.457727 0.921224 0.0 -0.3 -0.3
N -0.615447 -1.016055 0.942718 0.2 0.4 -0.1
C -1.907334 -0.677305 1.517220 0.0 0.1 0.0
C -2.960406 -0.260241 0.511614 -0.2 0.0 0.1
C -4.252127 0.010724 0.953961 0.1 0.0 -0.2
C -5.166772 0.541600 0.063877 0.2 -0.1 0.0
C -4.790828 0.723796 -1.261151 0.1 -0.1 0.0
C -3.511659 0.363374 -1.638016 -0.4 0.1 -0.2
N -2.621423 -0.089145 -0.757938 0.4 0.0 0.1
C -2.309596 -3.944869 0.342707 -0.1 -0.1 0.0
H -3.883330 -4.336836 -2.636076 -0.1 0.0 0.0
H 0.697564 -2.576024 0.596541 -0.1 0.0 0.0
H -0.444565 -2.884529 1.927643 0.0 0.0 -0.1
H 0.154723 -0.560533 1.461740 -0.4 -0.1 -0.2
H -1.789307 0.172218 2.200657 0.1 -0.1 0.0
H -2.312343 -1.517167 2.099458 0.1 0.1 -0.1
H -4.513846 -0.171784 1.984392 0.0 0.0 0.1
H -6.152728 0.819612 0.399156 -0.2 0.0 0.0
H -5.469037 1.146200 -1.983661 -0.1 0.0 -0.1
H -3.177071 0.457719 -2.664361 0.1 0.0 0.0
H -2.411085 -4.241772 1.378038 0.0 0.0 0.1
S -0.021506 1.853019 -3.101296 -0.3 -0.6 0.9
C 1.361189 1.237169 -4.022482 -0.3 0.1 0.1
C 2.455082 2.073253 -4.210055 -0.1 -0.1 0.0
C 3.512481 1.644988 -4.991401 0.1 0.0 0.0
C 3.480842 0.389217 -5.575222 0.1 0.0 -0.1
C 2.386902 -0.441052 -5.384729 0.1 -0.1 0.0
C 1.321613 -0.019362 -4.611517 0.1 0.0 0.0
H 2.454123 3.054262 -3.760940 0.0 0.1 0.1
H 4.360535 2.294741 -5.147349 0.1 0.1 0.0
H 4.303193 0.061938 -6.191274 0.1 0.0 -0.1
H 2.360440 -1.416017 -5.848096 0.0 -0.1 0.0
H 0.463866 -0.657106 -4.466353 -0.1 -0.1 0.0